A 2-piece molecular cluster, C2H3N2O2S overall in a non-equilibrium geometry. Source: the Open Molecules 2025 dataset; level of theory: ωB97M-V/def2-TZVPD.

Maximum force = 0.08866 hartree/bohr
Total charge = -1
HOMO-LUMO gap = 0.20576 Eh

```
10
C2H3N2O2S, DFT ωB97M-V/def2-TZVPD
C 1.854 0.651 0.132
C -1.344 0.650 0.012
N 0.030 -0.921 -0.916
N -0.833 -0.591 0.090
O -1.184 -1.323 1.014
O 0.968 1.309 0.531
S 3.129 -0.138 -0.322
H -0.966 1.511 -0.529
H -2.156 0.738 0.644
H 0.502 -1.885 -0.656
```

One molecule with the formula C5H9FS2 in a non-equilibrium geometry. Source: the Open Molecules 2025 dataset; level of theory: ωB97M-V/def2-TZVPD.

Maximum force = 0.06511 hartree/bohr
HOMO-LUMO gap = 0.31168 Eh

```
17
C5H9FS2, DFT ωB97M-V/def2-TZVPD
C -2.792 1.713 -0.067
C -2.085 0.434 0.050
S -2.871 -1.030 0.183
S -0.365 0.460 -0.261
C 0.319 -1.166 -0.057
C 1.759 -0.987 -0.437
C 2.599 -0.052 0.426
F 2.250 1.303 0.140
H -2.324 2.410 -0.771
H -3.831 1.422 -0.341
H -2.878 2.082 0.943
H 0.282 -1.500 1.029
H -0.254 -1.898 -0.711
H 2.147 -2.003 -0.455
H 1.918 -0.736 -1.484
H 3.700 -0.201 0.297
H 2.425 -0.252 1.515
```

In the order shown, the computed relative energy (zero: lowest compared OMol25 entry of this formula, charge and spin) values come out to 76.0; 0.0 kcal per mole.